The following is a DFT calculation (wB97M-V/def2-TZVPD) of a structure of composition C31H40N2P2S4SbZr in a non-equilibrium geometry.

The geometry in XYZ format:
```
81
Properties=species:S:1:pos:R:3:mulliken_charge:R:1
N 2.922 -17.061 -6.077 1.363
P 3.709 -18.904 -3.869 1.249
H 7.167 -16.104 -7.460 0.394
H 5.363 -21.487 -4.817 0.313
C 2.350 -17.017 -7.375 -1.728
H 1.184 -20.151 -5.143 0.120
H 0.711 -12.205 -8.502 0.389
C 5.174 -16.488 -6.806 0.101
C 6.311 -18.150 -4.907 -0.580
C 1.442 -15.910 -7.673 0.448
H -0.493 -15.266 -3.767 0.458
C 1.130 -15.642 -9.037 0.143
H 2.011 -12.924 -5.961 0.031
H -2.747 -16.714 -7.162 0.454
C -1.875 -16.631 -2.728 -1.201
H 5.534 -17.133 -2.559 0.254
H 2.173 -19.535 -6.401 -0.023
C 0.061 -18.510 -3.061 -0.267
H -0.800 -11.983 -6.693 0.260
C 1.570 -12.584 -7.995 -1.659
C 2.151 -20.371 -5.707 -1.006
H 5.063 -20.340 -6.143 0.212
H 6.781 -18.885 -4.234 0.301
S 2.162 -12.362 -2.179 -0.494
H -1.309 -20.007 -2.329 0.370
H 0.890 -19.193 -3.078 0.304
H 6.058 -20.693 -2.571 0.229
C 4.577 -19.118 -2.189 0.641
H -2.581 -15.868 -2.378 0.412
C 5.575 -17.999 -1.841 -1.578
H 3.375 -18.725 -8.112 0.440
C -0.675 -16.302 -3.391 0.450
C -1.236 -18.961 -2.663 -1.256
H 3.803 -18.848 -1.414 0.478
H 5.274 -20.737 -0.988 0.460
H 4.429 -21.386 -2.474 0.244
H 2.887 -18.184 -10.499 0.447
Sb 4.501 -12.845 -3.117 -0.018
C 0.057 -12.120 -6.001 -1.297
C 4.881 -18.080 -4.950 -0.159
S 3.277 -15.588 -1.916 -0.235
H -2.688 -13.905 -7.628 0.310
H -1.697 -14.738 -5.816 0.732
C 0.359 -17.226 -3.532 1.485
H 4.691 -15.871 -7.551 0.523
C 4.331 -17.150 -5.921 -0.121
N -4.299 -18.568 -0.953 -0.580
H 3.108 -21.210 -3.894 0.582
H -1.103 -17.165 -7.704 0.296
C -3.356 -18.277 -1.583 -0.026
C -1.758 -14.409 -7.929 -1.577
H 1.981 -13.417 -8.589 0.327
C 1.118 -13.061 -6.565 0.775
H -2.020 -15.199 -8.676 0.397
H -1.418 -17.212 -5.936 0.152
H 5.449 -17.612 -0.811 0.347
C 3.378 -20.529 -4.708 0.309
H 8.242 -17.309 -5.508 0.257
H 1.965 -21.288 -6.293 0.515
H -1.120 -13.634 -8.423 0.294
C 1.675 -16.492 -10.046 -1.044
S 1.584 -14.434 -2.207 0.113
C 2.730 -17.910 -8.399 -0.154
C 6.543 -16.598 -6.725 -0.791
P 0.652 -14.942 -6.344 0.909
C -1.188 -15.156 -6.700 0.672
C 7.120 -17.386 -5.682 -0.754
H 0.441 -14.837 -9.373 0.277
S 3.876 -14.260 -4.941 -0.536
H 4.203 -21.912 -6.056 0.593
C 4.611 -21.105 -5.487 -1.606
C -2.184 -17.941 -2.369 0.608
H 6.603 -18.380 -1.865 0.391
C -1.628 -16.656 -6.884 -1.410
C 2.430 -17.599 -9.752 -0.936
H 0.430 -11.110 -5.808 0.397
H 1.321 -16.471 -11.101 0.234
Zr 2.315 -16.281 -4.160 -1.668
H 2.258 -11.765 -7.847 0.435
C 5.074 -20.583 -2.039 -1.427
H -0.422 -12.490 -5.041 0.234
```

Output
* total charge: -1
* frontier orbital gap: 4.59 eV
* E_LUMO: 2.30 eV
* 2S+1: 1
* calculated total energy: -3877.61868 a.u.

The following is a DFT calculation (wB97M-V/def2-TZVPD) of a cluster of 2 separate species, C31H40N3OS in total in a non-equilibrium geometry.

The geometry in XYZ format:
```
76
Properties=species:S:1:pos:R:3:mulliken_charge:R:1
H 6.665 -2.943 4.800 0.349
S -0.189 4.629 1.469 0.347
C 2.445 0.701 3.682 0.850
C 4.941 -0.617 3.574 -0.157
H -5.724 -2.321 5.990 0.320
C -2.489 0.689 3.992 0.730
C -6.498 -2.352 5.227 -0.996
H -8.046 0.369 -3.048 0.319
H -6.537 -3.360 4.819 0.341
C -2.616 -0.627 3.494 -0.636
H -8.675 -0.311 -0.499 0.314
H -0.979 6.714 0.511 0.361
H -6.877 1.686 -3.193 0.311
C -3.444 2.431 0.098 0.397
C -4.946 -0.694 4.110 -0.327
N -7.229 1.038 -1.225 0.286
C -4.852 0.657 -0.714 -0.112
C -3.630 1.108 -0.290 -0.694
H 1.234 2.453 3.954 0.417
H -8.069 -1.126 3.238 0.352
C 2.531 -0.707 3.603 -0.876
C -8.293 0.685 -0.282 -0.987
H -2.778 0.451 -0.257 0.491
N -6.201 -1.382 4.169 0.266
C -0.709 5.513 2.964 -0.955
C -5.956 1.518 -0.768 -0.465
C -2.088 2.839 0.531 1.431
H 3.613 2.501 3.709 0.380
H -6.604 3.527 -0.426 0.455
C -1.243 1.379 4.001 0.036
H 3.785 -2.419 3.514 0.435
H 0.013 5.801 -0.625 0.386
C -4.539 3.298 0.042 -0.884
O -1.170 1.996 0.494 -0.839
C -5.767 2.852 -0.380 -0.373
H -6.667 -0.846 2.196 0.162
N 6.214 -1.275 3.588 0.166
H 7.780 -1.571 4.971 0.319
H 5.776 1.348 3.627 0.478
H -4.431 4.332 0.317 0.361
H -7.114 -2.498 2.633 0.352
H -3.568 2.295 4.923 0.420
H -7.453 -2.117 5.694 0.327
C 3.740 -1.344 3.553 -0.308
H -1.513 6.209 2.742 0.436
H -8.503 2.019 -2.588 0.347
C -0.030 0.772 3.752 0.101
C -0.085 6.105 0.415 -1.125
H -5.697 1.081 5.029 0.506
H -7.906 0.696 0.734 0.237
C 4.860 0.784 3.624 -0.348
H -2.616 4.867 1.015 0.281
H 7.800 -1.602 2.240 0.321
H -3.884 -2.300 3.166 0.457
H 0.780 6.706 0.682 0.410
C -7.066 -1.472 2.991 -0.889
H -1.770 -1.108 3.037 0.394
C -7.693 1.292 -2.592 -1.015
C -3.642 1.296 4.530 -0.818
H 1.636 -1.301 3.598 0.369
H -0.040 -0.276 3.536 -0.049
C 1.203 1.390 3.799 -0.196
C 6.738 -1.857 4.828 -0.984
C -1.837 4.135 0.968 -1.118
H -1.253 2.420 4.270 0.360
H 0.126 6.061 3.393 0.420
C -3.807 -1.297 3.551 -0.381
H 6.683 -2.970 2.423 0.343
C -4.828 0.620 4.594 -0.416
H 6.162 -1.497 5.678 0.325
H 6.195 -1.544 1.504 0.325
H -9.111 1.401 -0.346 0.351
C 6.757 -1.885 2.371 -0.977
H -4.975 -0.364 -1.023 0.485
H -1.069 4.796 3.698 0.194
C 3.653 1.426 3.675 -0.898
```

Output
* total charge: +1
* frontier orbital gap: 4.46 eV
* E_LUMO: -5.18 eV
* 2S+1: 1
* calculated total energy: -1842.55872 a.u.

The following is a DFT calculation (wB97M-V/def2-TZVPD) of a structure of composition C31H41BBrMoN7O7.

The geometry in XYZ format:
```
89
Properties=species:S:1:pos:R:3:mulliken_charge:R:1
C 1.670 -0.121 -2.459 0.583
C -1.932 0.314 -3.644 -1.341
H 4.647 0.245 2.402 0.510
Mo 0.287 -0.408 0.171 -0.755
N 2.815 -0.737 -0.336 1.606
C -0.850 4.058 -0.428 0.198
H 2.329 -2.681 -0.927 -0.241
H -1.600 -4.797 2.042 0.529
C 3.735 -0.161 1.953 -0.809
H 3.463 -1.234 -2.303 0.504
C 3.874 -0.060 0.451 -1.115
H 1.537 6.920 -1.430 0.454
O 1.610 0.268 -3.591 -0.643
C 0.591 -4.332 -2.072 1.184
N -2.612 -1.147 0.514 -0.576
C -0.407 -5.055 0.170 -1.606
N -0.483 -2.850 -0.282 0.418
C -3.022 2.259 -2.495 -1.940
H -3.214 2.776 -1.555 0.378
B -2.019 -2.064 1.593 0.658
C -0.034 2.025 3.769 1.142
H -1.615 -2.306 4.351 0.529
C -3.857 -1.124 0.030 -0.862
C 0.876 6.111 -1.153 -0.668
H 3.859 0.989 0.172 0.458
C -0.339 0.573 3.460 -0.540
C -0.595 -0.319 4.510 -1.453
H 0.642 1.991 4.630 0.432
C -3.886 -0.301 -1.074 -1.023
H -4.740 -0.050 -1.678 0.558
H 2.404 4.600 -1.160 0.465
H -0.445 -0.135 5.561 0.613
H 3.657 -1.196 2.288 0.360
C 0.570 2.931 2.712 -1.375
H 4.847 -0.484 0.168 0.365
H 3.608 0.461 -1.878 0.488
C -1.195 -1.410 3.923 -0.389
H 1.475 -2.528 -2.920 -0.037
C -0.474 6.354 -0.956 0.014
O 2.150 2.104 -0.876 -0.608
H -1.566 0.986 -4.421 0.405
C -0.056 -4.044 -0.736 0.212
H -1.769 2.128 5.108 0.446
C -2.075 1.071 -2.321 2.254
H -0.210 -6.109 0.088 0.464
H -1.219 -0.500 -3.553 0.043
Br -1.140 8.111 -1.180 -0.199
H -2.086 2.646 3.448 0.280
N -1.265 -1.193 2.611 0.452
H 2.168 0.159 3.086 0.174
C -0.116 -5.531 -2.719 -1.665
H -0.280 -2.546 -2.960 0.073
C -1.348 5.339 -0.598 -1.156
H -2.398 5.550 -0.450 0.472
H -1.179 3.700 4.539 0.443
O 0.586 -0.404 -1.738 0.416
C 2.980 -0.417 -1.758 -1.746
C -1.103 -4.415 1.165 -0.544
C -1.348 2.660 4.254 -1.688
H 1.437 2.505 2.220 0.131
H 1.624 -4.643 -1.869 0.273
H -4.631 -1.692 0.519 0.497
C 1.044 2.407 -0.474 -0.160
O 1.143 -1.616 1.467 -0.289
H 0.364 -5.775 -3.668 0.466
H -1.162 -5.289 -2.916 0.366
N -1.816 -0.372 -0.259 2.019
N -1.148 -3.113 0.878 0.419
H -0.180 3.176 1.965 0.112
O 2.261 -3.506 1.822 -0.652
O 0.177 1.563 0.049 0.384
H -1.096 1.435 -2.032 -0.693
C 0.609 -3.167 -3.056 -1.016
C 2.829 -2.178 -0.100 -0.620
C 1.358 4.822 -0.995 -0.650
H -2.900 -2.637 2.173 -0.207
H 0.870 3.867 3.191 0.470
H 3.842 -2.586 -0.020 0.279
H -0.091 -6.419 -2.090 0.348
N -0.699 0.004 2.291 0.535
C 0.500 3.794 -0.628 0.461
H -2.602 2.975 -3.202 0.400
H 0.660 -3.545 -4.078 0.545
H -3.988 1.931 -2.888 0.446
H -2.896 -0.092 -3.962 0.402
C 2.056 -2.527 1.157 0.518
O 2.610 0.598 2.350 -0.377
H -1.506 3.255 -0.124 0.636
C -2.571 0.154 -1.239 -0.642
```

Output
* total charge: 0
* frontier orbital gap (spin up / spin down): 8.42 / 8.65 eV
* E_LUMO (spin up / spin down): -0.33 / -0.36 eV
* 2S+1: 3
* ⟨S²⟩: 2.010
* calculated total energy: -4783.13551 a.u.